(i)
Density functional theory data (ωB97M-V/def2-TZVPD) for a 2-piece molecular cluster, C11H23N5O3 overall.

Net charge: 0
Gap between HOMO and LUMO, eV: 5.59
Highest occupied orbital energy, hartree: -0.258
Spin multiplicity: 1

Positions of all 42 atoms, in Å:
C (-1.98, 2.58, -0.21)
N (-1.56, 2.73, 1.27)
C (-1.22, 1.38, 1.86)
C (0.34, 0.92, 1.69)
C (1.14, 1.29, 0.26)
N (1.88, -0.06, 0.13)
C (0.71, -1.02, 0.28)
N (0.19, -1.96, -0.58)
C (0.80, -2.22, -1.94)
C (-0.22, -1.86, -3.21)
O (-0.18, -2.76, -4.23)
N (-1.09, -0.62, -3.24)
C (-1.04, 0.11, -4.57)
C (-2.55, -1.00, -3.01)
N (0.20, -0.62, 1.68)
H (-2.24, 1.46, -0.46)
H (-1.06, 2.96, -0.84)
H (-2.90, 3.31, -0.38)
H (-2.46, 3.01, 1.75)
H (-1.42, 1.44, 3.03)
H (-1.94, 0.51, 1.48)
H (1.01, 1.39, 2.56)
H (1.77, 2.27, 0.22)
H (0.43, 1.22, -0.70)
H (2.47, -0.15, -0.72)
H (-0.66, -2.50, -0.25)
H (1.80, -1.65, -2.16)
H (1.09, -3.38, -1.95)
H (-2.16, 0.33, -4.90)
H (-0.52, 1.15, -4.45)
H (-0.48, -0.46, -5.43)
H (-2.62, -1.83, -2.16)
H (-3.14, -0.03, -2.63)
H (-3.07, -1.43, -3.99)
H (0.91, -0.93, 2.40)
C (3.12, 0.06, 4.79)
C (2.43, -1.29, 4.75)
O (2.84, -2.13, 5.61)
O (1.54, -1.41, 3.87)
H (3.88, 0.10, 5.57)
H (3.60, 0.26, 3.83)
H (2.38, 0.84, 4.98)

=====

(ii)
Density functional theory data (ωB97M-V/def2-TZVPD) for C11H23N5O3 in the gas phase.

Net charge: 0
Gap between HOMO and LUMO, eV: 9.77
Highest occupied orbital energy, hartree: -0.344
Spin multiplicity: 1

Positions of all 42 atoms, in Å:
H (-0.07, -3.25, -0.18)
N (-1.01, -2.82, -0.10)
C (-1.26, -1.92, -0.95)
N (-0.42, -1.50, -2.04)
N (-2.47, -1.28, -0.92)
C (-3.22, -1.22, 0.38)
C (-2.67, -0.28, 1.47)
C (-2.68, 1.21, 1.18)
C (-1.71, 2.06, 0.27)
N (-2.13, 1.96, -1.14)
C (-0.19, 1.86, 0.35)
O (0.54, 2.82, 0.52)
N (0.30, 0.59, 0.15)
C (1.75, 0.41, 0.35)
C (2.45, 0.59, -1.00)
O (3.53, 1.17, -1.01)
O (1.90, 0.12, -2.06)
C (2.11, -0.89, 1.02)
C (1.69, -1.08, 2.53)
C (3.60, -1.21, 0.91)
H (0.38, -2.12, -2.12)
H (-1.02, -1.47, -2.87)
H (-2.74, -0.62, -1.62)
H (-4.26, -0.98, 0.03)
H (-3.12, -2.22, 0.80)
H (-1.62, -0.62, 1.71)
H (-3.19, -0.48, 2.41)
H (-2.42, 1.70, 2.14)
H (-3.73, 1.42, 0.91)
H (-1.82, 3.10, 0.54)
H (-1.46, 2.44, -1.74)
H (-2.98, 2.49, -1.29)
H (-0.26, -0.22, 0.04)
H (2.10, 1.28, 0.94)
H (0.99, -0.24, -1.96)
H (1.50, -1.65, 0.46)
H (2.08, -0.31, 3.26)
H (2.15, -2.03, 2.88)
H (0.60, -1.17, 2.63)
H (3.92, -1.32, -0.17)
H (3.82, -2.09, 1.54)
H (4.20, -0.35, 1.31)

=====

(ii) ends up most stable, edging out the next structure by 0.3442 hartree.

=====

(i)
Density functional theory data (ωB97M-V/def2-TZVPD) for FH3P2 as an isolated structure.

Net charge: 0
Gap between HOMO and LUMO, eV: 8.33
Highest occupied orbital energy, hartree: -0.358
Spin multiplicity: 1

Positions of all 6 atoms, in Å:
F (0.16, 2.16, -1.29)
P (-0.75, -0.60, 0.77)
P (0.76, 0.28, -0.58)
H (-0.13, -1.90, 0.91)
H (-1.46, -1.13, -0.29)
H (1.42, 1.19, 0.48)

=====

(ii)
Density functional theory data (ωB97M-V/def2-TZVPD) for FH3P2 in the gas phase.

Net charge: 0
Gap between HOMO and LUMO, eV: 9.85
Highest occupied orbital energy, hartree: -0.338
Spin multiplicity: 1

Positions of all 6 atoms, in Å:
F (-2.03, 0.47, 0.02)
P (-0.78, -0.68, 0.13)
P (0.93, 0.65, 0.02)
H (-0.75, -0.92, -1.28)
H (1.66, -0.41, -0.25)
H (0.97, 0.90, 1.35)

=====

(ii) ends up most stable, edging out the next structure by 0.0582 hartree.

=====

(i)
Density functional theory data (ωB97M-V/def2-TZVPD) for an isolated ion of composition C4H8N2O2P and charge -1.

Net charge: -1
Gap between HOMO and LUMO, eV: 8.54
Highest occupied orbital energy, hartree: -0.179
Spin multiplicity: 1

Positions of all 17 atoms, in Å:
C (0.47, 0.49, -1.09)
N (-0.03, 0.97, 0.13)
C (0.61, 0.46, 1.22)
P (-1.71, 1.17, 0.21)
O (-2.06, 1.61, 1.59)
O (-2.09, 1.92, -1.00)
C (-2.25, -0.95, -0.06)
C (-3.58, -1.00, -0.38)
N (-4.68, -1.14, -0.59)
H (0.72, -0.67, -1.14)
H (0.00, 0.92, -1.90)
H (1.57, 0.70, -1.28)
H (-0.02, 0.37, 2.13)
H (0.77, -0.60, 1.09)
H (1.54, 0.93, 1.44)
H (-1.58, -1.36, -0.89)
H (-1.97, -1.19, 0.95)

=====

(ii)
Density functional theory data (ωB97M-V/def2-TZVPD) for a 2-piece molecular cluster, C4H8N2O2P overall.

Net charge: -1
Gap between HOMO and LUMO (alpha / beta), eV: 6.81 / 6.80
Highest occupied orbital energy (alpha / beta), hartree: -0.116 / -0.116
Spin multiplicity: 1

Positions of all 17 atoms, in Å:
C (3.03, 0.92, 0.24)
C (-0.43, -1.63, -0.42)
C (-1.59, 0.65, -0.35)
C (-1.46, -0.72, 0.26)
N (3.31, 0.20, 1.19)
N (-1.92, -1.15, 1.34)
O (1.39, 2.88, -0.22)
O (1.39, 0.93, -2.00)
P (1.51, 1.45, -0.58)
H (0.41, -1.13, -0.79)
H (0.12, -2.33, 0.24)
H (-0.84, -2.00, -1.32)
H (-2.38, 0.56, -1.00)
H (-0.63, 0.92, -0.65)
H (-2.05, 1.34, 0.31)
H (2.67, -0.23, 1.78)
H (-2.55, -0.66, 1.96)

=====

(i) ends up most stable, edging out the next structure by 0.1035 hartree.

=====

(i)
Density functional theory data (ωB97M-V/def2-TZVPD) for a 5-piece molecular cluster, C4H14O3 overall.

Net charge: +1
Expectation value of S²: 1.756
Gap between HOMO and LUMO (alpha / beta), eV: 7.41 / 7.01
Highest occupied orbital energy (alpha / beta), hartree: -0.551 / -0.550
Spin multiplicity: 2

Positions of all 21 atoms, in Å:
C (-2.00, 0.63, -0.79)
C (-1.09, -0.60, -0.59)
C (0.00, -0.83, -1.38)
C (1.27, -1.32, -0.75)
H (-2.11, 1.08, 0.12)
H (-1.42, 1.35, -1.39)
H (-2.87, 0.35, -1.35)
H (-1.22, -1.19, 0.30)
H (0.04, -0.37, -2.37)
H (1.53, -2.06, -1.58)
H (2.09, -0.57, -0.71)
H (0.85, -1.55, 0.22)
H (-0.77, -2.58, 2.36)
H (1.22, 1.81, -1.44)
O (-1.07, -1.80, 2.09)
H (1.08, 2.65, -0.18)
H (1.76, 2.20, 0.88)
O (1.13, 2.89, 0.91)
H (0.74, 0.76, 1.88)
H (-0.03, -0.66, 2.00)
O (0.86, -0.19, 1.76)

=====

(ii)
Density functional theory data (ωB97M-V/def2-TZVPD) for a 4-piece molecular cluster, C4H14O3 overall.

Net charge: +1
Expectation value of S²: 0.753
Gap between HOMO and LUMO (alpha / beta), eV: 8.71 / 4.61
Highest occupied orbital energy (alpha / beta), hartree: -0.519 / -0.519
Spin multiplicity: 2

Positions of all 21 atoms, in Å:
C (-0.11, 1.87, 2.23)
C (1.01, 1.12, 1.57)
C (0.39, -0.16, 1.04)
C (0.79, -1.36, 1.52)
H (-0.98, 2.01, 1.45)
H (0.01, 2.94, 2.44)
H (-0.36, 1.38, 3.20)
H (1.50, 1.79, 0.86)
H (1.82, 1.03, 2.34)
H (-0.28, -0.11, 0.20)
H (0.12, -2.14, 1.04)
H (1.70, -1.75, 2.01)
H (1.64, -0.18, -2.04)
H (2.18, -1.19, -1.07)
O (1.82, -1.16, -2.03)
H (-3.39, -0.04, -0.95)
H (-2.25, -0.02, -2.04)
O (-2.83, 0.54, -1.39)
H (-1.25, -1.37, -4.16)
H (-0.37, -1.80, -3.00)
O (-1.15, -1.40, -3.19)

=====

(ii) ends up most stable, edging out the next structure by 0.2092 hartree.

=====

(i)
Density functional theory data (ωB97M-V/def2-TZVPD) for C23H18Cl2N2O6 in the gas phase.

Net charge: 0
Gap between HOMO and LUMO, eV: 9.00
Highest occupied orbital energy, hartree: -0.318
Spin multiplicity: 1

Positions of all 51 atoms, in Å:
O (0.64, 1.06, 3.81)
C (0.50, 0.30, 2.88)
C (-0.39, -0.95, 2.98)
O (-0.99, -1.24, 1.73)
C (-2.26, -0.77, 1.52)
C (-3.33, -1.14, 2.34)
C (-4.61, -0.72, 2.05)
C (-4.86, 0.06, 0.93)
C (-3.81, 0.44, 0.11)
C (-2.52, 0.03, 0.40)
Cl (-1.23, 0.52, -0.62)
N (1.05, 0.40, 1.65)
C (1.87, 1.38, 1.11)
C (2.22, 2.52, 1.84)
C (2.96, 3.52, 1.25)
C (3.36, 3.41, -0.08)
C (4.14, 4.51, -0.68)
O (4.46, 5.52, -0.11)
O (4.46, 4.30, -1.97)
C (3.03, 2.27, -0.80)
C (2.31, 1.25, -0.22)
N (2.03, 0.11, -1.01)
C (2.28, -1.18, -0.69)
O (2.57, -1.60, 0.41)
C (2.15, -2.11, -1.91)
O (1.08, -1.75, -2.76)
C (-0.19, -2.04, -2.35)
C (-0.53, -2.68, -1.17)
C (-1.86, -2.93, -0.88)
C (-2.87, -2.54, -1.74)
C (-2.54, -1.88, -2.92)
C (-1.21, -1.64, -3.22)
Cl (-0.79, -0.82, -4.68)
H (0.25, -1.80, 3.23)
H (-1.12, -0.80, 3.77)
H (-3.14, -1.76, 3.19)
H (-5.43, -1.01, 2.69)
H (-5.86, 0.39, 0.70)
H (-3.99, 1.05, -0.76)
H (0.81, -0.37, 1.03)
H (1.89, 2.60, 2.86)
H (3.24, 4.40, 1.81)
H (4.96, 5.05, -2.31)
H (3.35, 2.18, -1.83)
H (1.88, 0.30, -1.99)
H (3.05, -2.00, -2.52)
H (2.08, -3.15, -1.58)
H (0.22, -2.97, -0.46)
H (-2.11, -3.43, 0.05)
H (-3.90, -2.73, -1.50)
H (-3.31, -1.56, -3.60)

=====

(ii)
Density functional theory data (ωB97M-V/def2-TZVPD) for C23H18Cl2N2O6 in the gas phase.

Net charge: 0
Gap between HOMO and LUMO, eV: 9.06
Highest occupied orbital energy, hartree: -0.322
Spin multiplicity: 1

Positions of all 51 atoms, in Å:
O (1.03, -2.40, 0.52)
C (0.27, -2.31, 1.47)
C (0.12, -3.44, 2.50)
O (-0.31, -3.00, 3.76)
C (0.57, -2.30, 4.54)
C (1.83, -1.89, 4.15)
C (2.64, -1.18, 5.03)
C (2.19, -0.88, 6.31)
C (0.92, -1.27, 6.70)
C (0.12, -1.98, 5.83)
Cl (-1.46, -2.48, 6.31)
N (-0.54, -1.26, 1.74)
C (-0.68, -0.05, 1.05)
C (0.00, 0.21, -0.13)
C (-0.18, 1.42, -0.79)
N (0.54, 1.62, -1.97)
C (0.52, 2.68, -2.81)
O (-0.12, 3.69, -2.68)
C (1.46, 2.47, -4.01)
O (1.66, 1.12, -4.35)
C (0.64, 0.43, -4.93)
C (-0.65, 0.92, -5.12)
C (-1.61, 0.13, -5.72)
C (-1.32, -1.16, -6.13)
C (-0.04, -1.67, -5.93)
C (0.92, -0.88, -5.34)
Cl (2.52, -1.50, -5.08)
C (-1.03, 2.39, -0.26)
C (-1.71, 2.12, 0.92)
C (-2.63, 3.11, 1.52)
O (-3.23, 2.93, 2.56)
O (-2.75, 4.23, 0.81)
C (-1.53, 0.91, 1.58)
H (-0.66, -4.12, 2.14)
H (1.07, -4.00, 2.55)
H (2.20, -2.11, 3.16)
H (3.62, -0.87, 4.71)
H (2.82, -0.33, 6.99)
H (0.55, -1.04, 7.69)
H (-1.10, -1.34, 2.58)
H (0.66, -0.54, -0.54)
H (1.14, 0.84, -2.24)
H (2.45, 2.85, -3.74)
H (1.09, 3.05, -4.86)
H (-0.91, 1.92, -4.80)
H (-2.60, 0.53, -5.86)
H (-2.07, -1.77, -6.60)
H (0.21, -2.67, -6.24)
H (-1.18, 3.33, -0.77)
H (-3.36, 4.84, 1.25)
H (-2.07, 0.73, 2.50)

=====

(ii) ends up most stable, edging out the next structure by 0.0034 hartree.

=====

(i)
Density functional theory data (ωB97M-V/def2-TZVPD) for C3H4OP2 in the gas phase.

Net charge: 0
Gap between HOMO and LUMO, eV: 7.89
Highest occupied orbital energy, hartree: -0.324
Spin multiplicity: 1

Positions of all 10 atoms, in Å:
C (0.02, 2.74, 0.65)
P (-0.37, 1.14, 0.85)
C (0.64, -0.36, 0.42)
C (-0.03, -0.76, -0.68)
O (0.00, -2.00, -1.22)
P (-1.48, 0.30, -0.80)
H (1.05, 2.79, 0.79)
H (1.65, -0.82, 0.79)
H (0.78, -2.48, -0.96)
H (-2.27, -0.54, 0.15)

=====

(ii)
Density functional theory data (ωB97M-V/def2-TZVPD) for C3H4OP2 in the gas phase.

Net charge: 0
Gap between HOMO and LUMO, eV: 8.00
Highest occupied orbital energy, hartree: -0.310
Spin multiplicity: 1

Positions of all 10 atoms, in Å:
O (-0.31, -0.06, -2.11)
P (0.33, 0.81, -0.90)
C (1.13, -0.54, 0.05)
C (0.62, -0.84, 1.28)
P (-0.78, 0.14, 1.92)
C (-1.27, 0.99, 0.57)
H (-0.56, 0.29, -3.07)
H (1.89, -1.00, -0.46)
H (0.92, -1.55, 2.11)
H (-1.99, 1.74, 0.62)

=====

(ii) ends up most stable, edging out the next structure by 0.1086 hartree.